Record 1
Computed, not measured: 7 unconnected molecules or ions with the total composition C26H71N5O7 in a non-equilibrium geometry, with ωB97M-V/def2-TZVPD.

Properties
- Net charge: 0
- Electronic energy: -49893.8194 eV
- E_HOMO: -0.32109 Ha
- SMILES: COC[C@H](C)N.COC[C@H](C)N.COC[C@H](C)N.COC[C@H](C)N.COC[C@H](C)N.CC(C)O.CC(C)O
- LUMO: 0.0166 Ha
- Gap between HOMO and LUMO: 9.190 eV
- F_max: 1.9 eV/Å

Last columns: bonded neighbours and bond lengths (Å).
Positions of all 109 atoms, in Å:
1 C -2.696 -1.840 4.128  C2 1.526, H5 1.089, H6 1.090, H7 1.092
2 C -3.594 -1.652 2.908  C1 1.526, C3 1.502, O4 1.434, H8 1.090
3 C -2.920 -0.796 1.874  C2 1.502, H9 1.094, H10 1.089, H11 1.092
4 O -3.871 -2.934 2.329  C2 1.434, H12 0.965
5 H -3.202 -2.455 4.870  C1 1.089
6 H -2.384 -0.897 4.576  C1 1.090
7 H -1.810 -2.348 3.740  C1 1.092
8 H -4.575 -1.250 3.162  C2 1.090
9 H -2.679 0.201 2.253  C3 1.094
10 H -3.581 -0.657 1.019  C3 1.089
11 H -2.006 -1.289 1.536  C3 1.092
12 H -3.043 -3.425 2.268  O4 0.965
13 C 4.800 -5.064 -1.760  C14 1.515, H17 1.088, H18 1.092, H19 1.093
14 C 3.514 -4.290 -1.970  C13 1.515, C15 1.524, O16 1.423, H20 1.095
15 C 2.981 -4.336 -3.397  C14 1.524, H21 1.092, H22 1.091, H23 1.092
16 O 2.526 -4.707 -1.036  C14 1.423, H24 0.962
17 H 5.280 -4.743 -0.837  C13 1.088
18 H 5.484 -4.960 -2.605  C13 1.092
19 H 4.593 -6.135 -1.684  C13 1.093
20 H 3.711 -3.234 -1.755  C14 1.095
21 H 3.524 -3.617 -4.014  C15 1.092
22 H 1.933 -4.033 -3.394  C15 1.091
23 H 3.097 -5.311 -3.875  C15 1.092
24 H 2.002 -5.403 -1.445  O16 0.962
25 C -1.900 1.861 -1.985  C26 1.527, H31 1.094, H32 1.089, H33 1.089
26 C -1.260 1.051 -0.859  C25 1.527, C27 1.513, N30 1.475, H34 1.096
27 C -0.403 -0.065 -1.415  C26 1.513, O28 1.403, H35 1.104, H36 1.106
28 O 0.380 -0.687 -0.431  C27 1.403, C29 1.420
29 C 1.434 -1.431 -1.024  O28 1.420, H37 1.097, H38 1.086, H39 1.099
30 N -0.556 2.023 -0.002  C26 1.475, H40 1.018, H41 1.028
31 H -1.144 2.512 -2.433  C25 1.094
32 H -2.671 2.496 -1.551  C25 1.089
33 H -2.335 1.252 -2.777  C25 1.089
34 H -2.068 0.670 -0.224  C26 1.096
35 H 0.178 0.309 -2.276  C27 1.104
36 H -1.062 -0.828 -1.871  C27 1.106
37 H 0.979 -2.186 -1.677  C29 1.097
38 H 2.114 -1.909 -0.325  C29 1.086
39 H 2.001 -0.721 -1.642  C29 1.099
40 H 0.056 1.565 0.671  N30 1.018
41 H 0.095 2.504 -0.636  N30 1.028
42 C 2.406 4.397 3.796  C43 1.515, H48 1.098, H49 1.087, H50 1.091
43 C 2.284 4.046 2.328  C42 1.515, C44 1.505, N47 1.454, H51 1.110
44 C 2.909 2.730 1.949  C43 1.505, O45 1.393, H52 1.105, H53 1.099
45 O 3.138 2.691 0.576  C44 1.393, C46 1.417
46 C 3.523 1.398 0.143  O45 1.417, H54 1.091, H55 1.094, H56 1.094
47 N 0.923 4.228 1.849  C43 1.454, H57 1.011, H58 1.012
48 H 1.782 3.717 4.391  C42 1.098
49 H 2.028 5.392 4.013  C42 1.087
50 H 3.436 4.284 4.138  C42 1.091
51 H 2.917 4.793 1.806  C43 1.110
52 H 2.230 1.899 2.217  C44 1.105
53 H 3.830 2.607 2.535  C44 1.099
54 H 3.793 1.498 -0.909  C46 1.091
55 H 2.699 0.684 0.223  C46 1.094
56 H 4.407 1.070 0.698  C46 1.094
57 H 0.759 5.189 1.583  N47 1.011
58 H 0.504 3.678 1.111  N47 1.012
59 C 1.538 -3.910 3.996  C60 1.499, H65 1.095, H66 1.087, H67 1.094
60 C 0.959 -2.817 3.149  C59 1.499, C61 1.527, N64 1.478, H68 1.094
61 C 2.017 -1.799 2.729  C60 1.527, O62 1.400, H69 1.101, H70 1.107
62 O 2.591 -1.168 3.840  C61 1.400, C63 1.396
63 C 3.911 -0.761 3.640  O62 1.396, H71 1.100, H72 1.091, H73 1.099
64 N 0.280 -3.385 1.966  C60 1.478, H74 1.021, H75 1.023
65 H 2.283 -4.484 3.437  C59 1.095
66 H 0.777 -4.545 4.443  C59 1.087
67 H 2.098 -3.454 4.818  C59 1.094
68 H 0.192 -2.262 3.696  C60 1.094
69 H 1.543 -1.070 2.052  C61 1.101
70 H 2.729 -2.383 2.116  C61 1.107
71 H 4.582 -1.568 3.312  C63 1.100
72 H 4.325 -0.373 4.572  C63 1.091
73 H 4.008 0.044 2.897  C63 1.099
74 H 0.091 -2.639 1.296  N64 1.021
75 H 0.977 -3.954 1.480  N64 1.023
76 C -6.337 -3.945 -1.098  C77 1.532, H82 1.092, H83 1.093, H84 1.088
77 C -6.525 -2.526 -0.553  C76 1.532, C78 1.521, N81 1.460, H85 1.097
78 C -6.391 -1.490 -1.659  C77 1.521, O79 1.400, H86 1.102, H87 1.099
79 O -5.182 -1.604 -2.355  C78 1.400, C80 1.403
80 C -4.200 -0.717 -1.888  O79 1.403, H88 1.098, H89 1.092, H90 1.089
81 N -7.791 -2.290 0.137  C77 1.460, H91 1.017, H92 1.018
82 H -6.889 -4.077 -2.031  C76 1.092
83 H -6.712 -4.673 -0.374  C76 1.093
84 H -5.278 -4.150 -1.239  C76 1.088
85 H -5.677 -2.319 0.112  C77 1.097
86 H -6.516 -0.505 -1.180  C78 1.102
87 H -7.220 -1.551 -2.377  C78 1.099
88 H -3.975 -0.957 -0.840  C80 1.098
89 H -4.489 0.332 -1.981  C80 1.092
90 H -3.273 -0.916 -2.422  C80 1.089
91 H -8.124 -3.162 0.541  N81 1.017
92 H -8.537 -2.078 -0.522  N81 1.018
93 C 2.498 3.453 -3.676  C94 1.520, H99 1.092, H100 1.087, H101 1.097
94 C 1.973 4.558 -2.774  C93 1.520, C95 1.495, N98 1.491, H102 1.097
95 C 1.057 5.489 -3.500  C94 1.495, O96 1.417, H103 1.100, H104 1.099
96 O 0.683 6.541 -2.627  C95 1.417, C97 1.401
97 C 0.319 7.706 -3.315  O96 1.401, H105 1.099, H106 1.102, H107 1.086
98 N 1.272 3.931 -1.617  C94 1.491, H108 1.018, H109 1.018
99 H 1.672 2.871 -4.090  C93 1.092
100 H 3.214 2.811 -3.168  C93 1.087
101 H 2.993 3.901 -4.546  C93 1.097
102 H 2.824 5.114 -2.362  C94 1.097
103 H 0.149 4.984 -3.864  C95 1.100
104 H 1.549 5.883 -4.400  C95 1.099
105 H -0.421 7.523 -4.107  C97 1.099
106 H 1.185 8.158 -3.825  C97 1.102
107 H -0.090 8.428 -2.614  C97 1.086
108 H 0.845 4.695 -1.096  N98 1.018
109 H 2.004 3.570 -1.009  N98 1.018

=====

Record 2
Computed, not measured: 9 unconnected molecules or ions with the total composition C26H72N2O18 in a non-equilibrium geometry, with ωB97M-V/def2-TZVPD.

Properties
- Net charge: 0
- Electronic energy: -67954.2397 eV
- E_HOMO: -0.32388 Ha
- SMILES: COCCNCCOC.COCCNCCOC.OCCO.OCCO.OCCO.OCCO.OCCO.OCCO.OCCO
- LUMO: 0.0137 Ha
- Gap between HOMO and LUMO: 9.186 eV
- F_max: 3.3 eV/Å

Last columns: bonded neighbours and bond lengths (Å).
Positions of all 118 atoms, in Å:
1 C 1.260 -1.823 -21.079  C2 1.558, O4 1.423, H5 1.090, H6 1.090
2 C 1.518 -3.242 -21.667  C1 1.558, O3 1.401, H7 1.090, H8 1.090
3 O 2.870 -3.568 -21.495  C2 1.401, H9 0.960
4 O 1.538 -0.871 -22.100  C1 1.423, H10 0.960
5 H 1.836 -1.554 -20.194  C1 1.090
6 H 0.230 -1.844 -20.723  C1 1.090
7 H 1.254 -3.397 -22.714  C2 1.090
8 H 0.965 -3.834 -20.939  C2 1.090
9 H 3.259 -2.860 -22.013  O3 0.960
10 H 0.933 -0.155 -21.890  O4 0.960
11 C 8.419 -4.095 -29.155  C12 1.527, O14 1.373, H15 1.090, H16 1.090
12 C 8.705 -4.761 -27.811  C11 1.527, O13 1.439, H17 1.090, H18 1.090
13 O 8.367 -3.826 -26.772  C12 1.439, H19 0.960
14 O 9.368 -3.132 -29.389  C11 1.373, H20 0.960
15 H 7.497 -3.514 -29.192  C11 1.090
16 H 8.469 -4.676 -30.076  C11 1.090
17 H 9.762 -5.021 -27.872  C12 1.090
18 H 8.136 -5.690 -27.820  C12 1.090
19 H 8.552 -4.234 -25.923  O13 0.960
20 H 9.401 -2.484 -28.682  O14 0.960
21 C 10.816 -2.200 -25.562  C22 1.591, O24 1.462, H25 1.090, H26 1.090
22 C 9.622 -1.158 -25.699  C21 1.591, O23 1.471, H27 1.090, H28 1.090
23 O 9.649 -0.172 -24.608  C22 1.471, H29 0.960
24 O 10.501 -3.460 -24.892  C21 1.462, H30 0.960
25 H 11.570 -1.570 -25.091  C21 1.090
26 H 11.248 -2.434 -26.536  C21 1.090
27 H 8.619 -1.585 -25.693  C22 1.090
28 H 9.691 -0.716 -26.693  C22 1.090
29 H 8.840 -0.284 -24.104  O23 0.960
30 H 10.499 -3.181 -23.973  O24 0.960
31 C 8.018 -7.932 -23.743  C32 1.591, O34 1.395, H35 1.090, H36 1.090
32 C 7.108 -8.156 -22.458  C31 1.591, O33 1.452, H37 1.090, H38 1.090
33 O 5.873 -7.482 -22.814  C32 1.452, H39 0.960
34 O 9.295 -8.432 -23.491  C31 1.395, H40 0.960
35 H 7.968 -6.890 -24.060  C31 1.090
36 H 7.727 -8.641 -24.517  C31 1.090
37 H 7.535 -7.550 -21.659  C32 1.090
38 H 7.062 -9.190 -22.114  C32 1.090
39 H 5.328 -7.519 -22.025  O33 0.960
40 H 9.869 -7.753 -23.854  O34 0.960
41 C 4.600 -0.492 -23.939  C42 1.573, O44 1.455, H45 1.090, H46 1.090
42 C 5.966 -0.755 -24.675  C41 1.573, O43 1.497, H47 1.090, H48 1.090
43 O 7.100 -0.832 -23.700  C42 1.497, H49 0.960
44 O 4.117 -1.484 -22.990  C41 1.455, H50 0.960
45 H 3.725 -0.436 -24.587  C41 1.090
46 H 4.668 0.421 -23.348  C41 1.090
47 H 6.042 0.155 -25.270  C42 1.090
48 H 5.736 -1.609 -25.312  C42 1.090
49 H 7.002 -1.598 -23.131  O43 0.960
50 H 3.735 -1.066 -22.215  O44 0.960
51 C 5.233 0.251 -19.779  C52 1.551, O54 1.411, H55 1.090, H56 1.090
52 C 4.318 0.776 -18.642  C51 1.551, O53 1.387, H57 1.090, H58 1.090
53 O 4.805 0.409 -17.396  C52 1.387, H59 0.960
54 O 4.718 -1.016 -20.124  C51 1.411, H60 0.960
55 H 6.322 0.212 -19.802  C51 1.090
56 H 5.068 0.942 -20.605  C51 1.090
57 H 3.310 0.360 -18.631  C52 1.090
58 H 4.267 1.864 -18.673  C52 1.090
59 H 4.827 -0.547 -17.309  O53 0.960
60 H 5.069 -1.564 -19.418  O54 0.960
61 C 7.090 -4.102 -22.340  C62 1.560, O64 1.456, H65 1.090, H66 1.090
62 C 8.446 -4.530 -21.699  C61 1.560, O63 1.388, H67 1.090, H68 1.090
63 O 9.480 -3.707 -22.120  C62 1.388, H69 0.960
64 O 6.614 -2.799 -21.897  C61 1.456, H70 0.960
65 H 6.321 -4.831 -22.084  C61 1.090
66 H 7.111 -4.263 -23.418  C61 1.090
67 H 8.580 -5.459 -22.254  C62 1.090
68 H 8.415 -4.580 -20.611  C62 1.090
69 H 9.553 -3.051 -21.423  O63 0.960
70 H 5.681 -2.788 -22.126  O64 0.960
71 C 3.383 -3.702 -17.713  O72 1.441, H80 1.090, H81 1.090, H82 1.090
72 O 4.284 -2.720 -17.167  C71 1.441, C73 1.448
73 C 5.576 -3.188 -16.709  O72 1.448, C74 1.552, H83 1.090, H84 1.090
74 C 6.628 -3.667 -17.744  C73 1.552, N75 1.504, H85 1.090, H86 1.090
75 N 6.950 -2.673 -18.826  C74 1.504, C76 1.474, H87 1.010
76 C 7.771 -1.515 -18.428  N75 1.474, C77 1.563, H88 1.090, H89 1.090
77 C 8.568 -0.952 -19.650  C76 1.563, O78 1.434, H90 1.090, H91 1.090
78 O 9.678 -1.798 -19.979  C77 1.434, C79 1.391
79 C 10.860 -1.080 -20.129  O78 1.391, H92 1.090, H93 1.090, H94 1.090
80 H 2.415 -3.401 -18.113  C71 1.090
81 H 3.034 -4.482 -17.037  C71 1.090
82 H 3.968 -4.111 -18.537  C71 1.090
83 H 5.457 -4.011 -16.004  C73 1.090
84 H 6.076 -2.376 -16.181  C73 1.090
85 H 6.237 -4.586 -18.179  C74 1.090
86 H 7.515 -4.016 -17.214  C74 1.090
87 H 7.099 -2.850 -19.809  N75 1.010
88 H 8.335 -1.835 -17.553  C76 1.090
89 H 7.043 -0.823 -18.005  C76 1.090
90 H 8.768 0.105 -19.474  C77 1.090
91 H 8.009 -0.926 -20.586  C77 1.090
92 H 11.219 -0.832 -19.130  C79 1.090
93 H 10.820 -0.239 -20.820  C79 1.090
94 H 11.801 -1.560 -20.400  C79 1.090
95 C 10.283 -7.662 -20.372  O96 1.431, H104 1.090, H105 1.090, H106 1.090
96 O 10.986 -7.482 -19.139  C95 1.431, C97 1.379
97 C 10.698 -6.213 -18.681  O96 1.379, C98 1.541, H107 1.090, H108 1.090
98 C 9.722 -6.284 -17.491  C97 1.541, N99 1.539, H109 1.090, H110 1.090
99 N 10.270 -7.174 -16.362  C98 1.539, C100 1.566, H111 1.010
100 C 9.734 -6.645 -14.988  N99 1.566, C101 1.535, H112 1.090, H113 1.090
101 C 10.002 -7.565 -13.789  C100 1.535, O102 1.437, H114 1.090, H115 1.090
102 O 9.768 -6.820 -12.584  C101 1.437, C103 1.376
103 C 10.893 -6.306 -11.982  O102 1.376, H116 1.090, H117 1.090, H118 1.090
104 H 10.417 -6.989 -21.219  C95 1.090
105 H 9.207 -7.757 -20.228  C95 1.090
106 H 10.360 -8.651 -20.823  C95 1.090
107 H 10.398 -5.399 -19.340  C97 1.090
108 H 11.681 -5.873 -18.353  C97 1.090
109 H 8.769 -6.681 -17.842  C98 1.090
110 H 9.540 -5.287 -17.090  C98 1.090
111 H 11.278 -7.141 -16.416  N99 1.010
112 H 8.655 -6.524 -15.086  C100 1.090
113 H 10.124 -5.630 -14.922  C100 1.090
114 H 10.998 -8.000 -13.868  C101 1.090
115 H 9.294 -8.389 -13.887  C101 1.090
116 H 10.502 -5.944 -11.031  C103 1.090
117 H 11.344 -5.542 -12.616  C103 1.090
118 H 11.653 -7.060 -11.777  C103 1.090

=====

What are the energy above the lowest of the compared OMol25 structures with the same formula, charge and spin values for these records? In order: 0.0 120.4 kcal per mole.